[1]
{
  "formula": "C4H6O2",
  "method": "ωB97M-V/def2-TZVPD",
  "gap_ev": 10.71,
  "multiplicity": 1,
  "e_above_lowest_kcal_mol": 90.0,
  "homo_ev": -9.77,
  "species": ["O", "C", "C", "C", "C", "O", "H", "H", "H", "H", "H", "H"],
  "coordinates": [[-1.31993, 1.51685, 1.06649], [-0.37522, 1.50571, 0.31024], [-0.31932, 0.61871, -0.97634], [0.34662, -0.36372, -0.08326], [0.20289, -1.71614, 0.41874], [1.38292, -1.24763, -0.28491], [0.49932, 2.17925, 0.31773], [0.33061, 1.00061, -1.77969], [-1.34342, 0.44871, -1.30099], [0.60520, 0.37683, 0.88023], [0.28948, -1.77229, 1.50283], [-0.29913, -2.54687, -0.07107]],
  "lowdin_charge": [0.036, -0.363, -0.044, -0.377, -0.043, -0.002, 0.139, 0.128, 0.120, 0.170, 0.116, 0.119]
}



[2]
{
  "formula": "C4H6O2",
  "method": "ωB97M-V/def2-TZVPD",
  "gap_ev": 10.57,
  "multiplicity": 1,
  "smiles": "O=CC1(O)CC1",
  "e_above_lowest_kcal_mol": 38.6,
  "homo_ev": -9.89,
  "species": ["O", "C", "C", "C", "C", "O", "H", "H", "H", "H", "H", "H"],
  "coordinates": [[-1.30931, 0.73652, -0.84226], [-0.25180, 0.24245, -0.07353], [0.89826, -0.22227, -0.92562], [0.15276, -1.21518, -0.09913], [-0.05349, 0.94550, 1.22952], [0.67643, 0.57423, 2.12049], [-2.12828, 0.71602, -0.32827], [1.91883, 0.04228, -0.67170], [0.64764, -0.19179, -1.98362], [0.64770, -1.55469, 0.80731], [-0.50848, -1.92406, -0.58060], [-0.69028, 1.85098, 1.34740]],
  "lowdin_charge": [0.014, -0.483, -0.048, -0.052, -0.182, 0.061, 0.106, 0.114, 0.116, 0.108, 0.111, 0.134]
}



[3]
{
  "formula": "C4H6O2",
  "method": "ωB97M-V/def2-TZVPD",
  "gap_ev": 10.11,
  "multiplicity": 1,
  "e_above_lowest_kcal_mol": 77.2,
  "homo_ev": -9.22,
  "species": ["O", "C", "C", "C", "O", "C", "H", "H", "H", "H", "H", "H"],
  "coordinates": [[-1.61012, -0.42549, -0.73238], [-0.46977, -0.11892, -0.01105], [0.00599, 1.31637, -0.07042], [0.92561, 0.23997, -0.49597], [1.53548, -0.42631, 0.59844], [0.31302, -1.15241, 0.81363], [-2.26371, 0.23166, -0.45573], [-0.42304, 1.75778, -0.97470], [0.13288, 2.02623, 0.74215], [1.32595, 0.05905, -1.48381], [0.14733, -1.45530, 1.85522], [0.36484, -2.06371, 0.19468]],
  "lowdin_charge": [0.029, -0.401, -0.001, -0.223, -0.061, -0.089, 0.107, 0.122, 0.111, 0.155, 0.120, 0.131]
}



Please write out number 3 again, unchanged.
{
  "formula": "C4H6O2",
  "method": "ωB97M-V/def2-TZVPD",
  "gap_ev": 10.11,
  "multiplicity": 1,
  "e_above_lowest_kcal_mol": 77.2,
  "homo_ev": -9.22,
  "species": ["O", "C", "C", "C", "O", "C", "H", "H", "H", "H", "H", "H"],
  "coordinates": [[-1.61012, -0.42549, -0.73238], [-0.46977, -0.11892, -0.01105], [0.00599, 1.31637, -0.07042], [0.92561, 0.23997, -0.49597], [1.53548, -0.42631, 0.59844], [0.31302, -1.15241, 0.81363], [-2.26371, 0.23166, -0.45573], [-0.42304, 1.75778, -0.97470], [0.13288, 2.02623, 0.74215], [1.32595, 0.05905, -1.48381], [0.14733, -1.45530, 1.85522], [0.36484, -2.06371, 0.19468]],
  "lowdin_charge": [0.029, -0.401, -0.001, -0.223, -0.061, -0.089, 0.107, 0.122, 0.111, 0.155, 0.120, 0.131]
}



Copy entry 1 word for word.
{
  "formula": "C4H6O2",
  "method": "ωB97M-V/def2-TZVPD",
  "gap_ev": 10.71,
  "multiplicity": 1,
  "e_above_lowest_kcal_mol": 90.0,
  "homo_ev": -9.77,
  "species": ["O", "C", "C", "C", "C", "O", "H", "H", "H", "H", "H", "H"],
  "coordinates": [[-1.31993, 1.51685, 1.06649], [-0.37522, 1.50571, 0.31024], [-0.31932, 0.61871, -0.97634], [0.34662, -0.36372, -0.08326], [0.20289, -1.71614, 0.41874], [1.38292, -1.24763, -0.28491], [0.49932, 2.17925, 0.31773], [0.33061, 1.00061, -1.77969], [-1.34342, 0.44871, -1.30099], [0.60520, 0.37683, 0.88023], [0.28948, -1.77229, 1.50283], [-0.29913, -2.54687, -0.07107]],
  "lowdin_charge": [0.036, -0.363, -0.044, -0.377, -0.043, -0.002, 0.139, 0.128, 0.120, 0.170, 0.116, 0.119]
}